The following is a DFT calculation (the ωB97M-V functional and the def2-TZVPD basis) of 2 unconnected molecules or ions with the total composition C7H14O2 in a non-equilibrium geometry.

Summary:
Structure (SMILES) ... CCC(C)(C)O.C=C=O
E_HOMO ... -9.31 eV

Cartesian coordinates (Å):
C  0.9940  -0.1506  -1.8565
C  0.2842  -0.8243  -0.6965
C  -0.9558  0.2459  0.0862
C  -0.3739  1.6365  0.2793
C  -2.1457  0.2572  -0.8552
O  -1.3421  -0.3450  1.2637
H  0.2993  0.3967  -2.4921
H  1.7298  0.5694  -1.5004
H  1.4931  -0.8902  -2.4845
H  0.9318  -1.5740  -0.2359
H  -0.4481  -1.5450  -1.0667
H  0.4554  1.6567  0.9784
H  -0.0518  2.0650  -0.6623
H  -1.1524  2.2759  0.7075
H  -1.8524  0.5748  -1.8521
H  -2.5910  -0.7334  -0.9041
H  -2.8974  0.9485  -0.4731
H  -0.5508  -0.3977  1.8650
C  1.3206  -1.1271  2.3082
C  1.8711  -0.4526  1.3138
O  2.5560  0.3656  0.8272
H  0.8184  -2.0615  2.1300
H  1.6077  -0.8905  3.3203

***

The following is a DFT calculation (the ωB97M-V functional and the def2-TZVPD basis) of 2 unconnected molecules or ions with the total composition C7H14O2P in a non-equilibrium geometry.

Summary:
Net charge ... -1
E_HOMO (alpha / beta) ... -4.01 / -2.37 eV

Cartesian coordinates (Å):
C  1.8306  -0.0881  0.8331
C  1.7586  -1.4441  0.0859
C  1.7093  1.1191  -0.1206
C  0.3414  -1.5605  -0.3188
C  0.2259  1.0398  -0.6361
C  -0.0543  -0.3106  -1.1281
C  -0.6704  1.6275  0.4030
O  -4.4008  0.6105  -0.3049
O  -3.0450  -0.8170  1.5250
P  -3.3441  -0.3934  0.0849
H  1.1819  -0.0527  1.6089
H  2.8605  0.0174  1.0688
H  2.3997  -1.3501  -0.8390
H  2.0423  -2.2078  0.7229
H  1.8002  2.0654  0.3459
H  2.3744  0.9362  -0.9646
H  0.1075  -2.4138  -0.8760
H  -0.3005  -1.5399  0.5729
H  0.1113  1.7736  -1.5198
H  -0.6283  -0.5415  -2.0504
H  -1.7173  1.4677  0.2302
H  -0.3852  2.6361  0.5335
H  -0.4465  1.0057  1.3196
H  -3.7512  -1.5798  -0.5762

***

The following is a DFT calculation (the ωB97M-V functional and the def2-TZVPD basis) of a single C7H14O2Si molecule in a non-equilibrium geometry.

Summary:
Structure (SMILES) ... CO[Si]1(OC)CC=C[C@H]1C
E_HOMO ... -8.68 eV

Cartesian coordinates (Å):
C  1.2434  -1.2296  -2.5608
O  0.8832  -0.0039  -1.9190
Si  0.4858  0.2925  -0.3517
O  0.4943  1.8660  -0.2696
C  -0.2335  3.0148  -0.5024
C  1.5646  -0.5129  1.1741
C  0.7913  -1.6877  1.6038
C  -0.4923  -1.7399  1.1334
C  -1.0656  -0.5783  0.3763
C  -2.0689  0.2730  1.1646
H  1.1809  -2.0976  -1.8086
H  2.3287  -1.0288  -2.8565
H  0.5673  -1.6314  -3.4471
H  -1.0725  3.0634  0.2773
H  -0.5325  2.8969  -1.5639
H  0.3185  3.9712  -0.4073
H  1.4549  0.2671  1.9460
H  2.5698  -0.7333  0.8552
H  1.3631  -2.3837  2.1308
H  -1.1614  -2.4710  1.3244
H  -1.6186  -1.1037  -0.4208
H  -1.7769  0.6237  2.0947
H  -2.9509  -0.3210  1.3611
H  -2.2729  1.2541  0.6659

***

The following is a DFT calculation (the ωB97M-V functional and the def2-TZVPD basis) of 2 unconnected molecules or ions with the total composition C7H14O3.

Summary:
Structure (SMILES) ... C=C(O)C(=O)O.CC(C)C
E_HOMO ... -9.52 eV

Cartesian coordinates (Å):
C  -2.4764  -1.8226  0.4340
C  -2.3955  -0.5024  0.2716
O  -2.6332  0.3883  1.2594
C  -2.0316  0.1380  -1.0213
O  -1.9700  1.3434  -1.1279
O  -1.7870  -0.7007  -2.0231
H  -2.2767  -2.4839  -0.3864
H  -2.7411  -2.2441  1.3860
H  -2.4916  1.2780  0.8900
H  -1.5465  -0.2055  -2.8226
C  0.7915  1.2937  0.9648
C  1.2715  0.1027  0.1392
C  2.2822  -0.7247  0.9287
C  1.8780  0.5808  -1.1778
H  0.0880  1.8948  0.3927
H  0.3006  0.9564  1.8750
H  1.6334  1.9255  1.2404
H  0.4090  -0.5365  -0.0858
H  3.1549  -0.1228  1.1738
H  2.6097  -1.5853  0.3495
H  1.8398  -1.0828  1.8554
H  2.7528  1.1991  -0.9877
H  2.1814  -0.2643  -1.7923
H  1.1570  1.1749  -1.7357

***

The following is a DFT calculation (the ωB97M-V functional and the def2-TZVPD basis) of 3 unconnected molecules or ions with the total composition C7H14O3 in a non-equilibrium geometry.

Summary:
Structure (SMILES) ... C=C/C=C/CCC=O.O.O
E_HOMO ... -9.30 eV

Cartesian coordinates (Å):
C  -1.2369  -1.3679  2.4163
C  -1.4738  -1.9535  1.2625
C  -0.7155  -1.8810  0.0063
C  0.6007  -1.9982  -0.0878
C  1.3060  -1.7115  -1.4006
C  2.2821  -0.5279  -1.3948
C  1.8765  0.7069  -0.5711
O  1.0559  1.5219  -0.9053
H  -1.8416  -1.4922  3.3059
H  -0.4319  -0.6670  2.6478
H  -2.4586  -2.4341  1.2624
H  -1.3228  -1.6933  -0.8737
H  1.2789  -2.3254  0.6924
H  0.5857  -1.7865  -2.2210
H  1.8177  -2.6517  -1.6752
H  2.6232  -0.1944  -2.3732
H  3.2073  -0.9121  -0.9648
H  2.4838  0.8991  0.3321
O  -0.4913  3.4870  0.5192
H  0.2360  3.5525  1.1483
H  -0.1489  3.0163  -0.2460
O  -2.7727  1.9338  0.0928
H  -2.3500  1.1387  -0.2480
H  -2.0070  2.4974  0.3495

***

The following is a DFT calculation (the ωB97M-V functional and the def2-TZVPD basis) of 2 unconnected molecules or ions with the total composition C7H14O3 in a non-equilibrium geometry.

Summary:
Structure (SMILES) ... CC[C@H](C=O)CC(C)=O.O
E_HOMO ... -9.68 eV

Cartesian coordinates (Å):
C  -1.2734  1.8992  1.1624
C  -0.2811  0.7426  1.2142
C  0.2426  0.4597  2.6254
C  1.6180  -0.1199  2.6832
O  2.0990  -0.6223  3.7058
C  -0.7444  0.2106  3.7476
C  -1.6995  -0.9329  3.4905
C  -2.9074  -0.9958  4.3821
O  -1.5111  -1.7524  2.6117
H  -2.1852  1.6914  1.7403
H  -1.5767  2.0946  0.1252
H  -0.8288  2.8204  1.5672
H  0.5646  0.9669  0.5462
H  -0.7398  -0.1702  0.8095
H  0.7966  1.4635  2.9443
H  2.1690  -0.1786  1.7212
H  -1.3404  1.1189  3.9181
H  -0.2431  0.0037  4.7051
H  -2.6176  -0.8436  5.4307
H  -3.4316  -1.9501  4.2625
H  -3.5842  -0.1720  4.1062
O  0.6722  -2.5435  4.6866
H  1.2764  -1.6825  4.6111
H  0.2232  -2.4643  5.5334

***

The following is a DFT calculation (the ωB97M-V functional and the def2-TZVPD basis) of a molecular structure, C7H14O6PRe in a non-equilibrium geometry.

Summary:
Multiplicity ... 2
Net charge ... +3
E_HOMO (alpha / beta) ... -22.49 / -22.22 eV
⟨S²⟩ ... 0.77

Cartesian coordinates (Å):
Re  -0.6016  -0.7864  -0.3023
O  2.7623  -0.3737  1.7406
C  1.5088  -0.1007  1.4004
O  1.1183  -0.6785  0.0392
C  1.1297  1.3494  1.2256
O  -0.1058  1.4008  0.4512
C  -1.2602  2.0677  1.0244
C  -2.4544  1.1919  0.9771
O  -3.5164  1.3122  1.3943
O  -2.0898  -0.0519  0.1566
H  3.4381  -0.0901  1.0973
H  1.8937  1.8616  0.6414
H  1.0192  1.8179  2.2011
H  -1.5136  2.9257  0.3965
H  -1.1033  2.3721  2.0576
C  2.0140  -0.5488  4.7501
P  1.0865  -1.5891  3.6741
C  -0.5011  -1.9635  4.3394
C  1.9625  -3.0421  3.1990
O  0.6424  -0.7245  2.3054
H  2.1722  -1.1160  5.6751
H  1.4566  0.3568  4.9961
H  2.9871  -0.3057  4.3266
H  -0.3599  -2.5319  5.2648
H  -1.0749  -2.5782  3.6449
H  -1.0392  -1.0454  4.5797
H  2.1915  -3.5929  4.1191
H  2.9001  -2.7952  2.7049
H  1.3441  -3.6817  2.5672

***

The following is a DFT calculation (the ωB97M-V functional and the def2-TZVPD basis) of a molecular structure, C7H14O6STm in a non-equilibrium geometry.

Summary:
Multiplicity ... 3
Net charge ... +3
E_HOMO (alpha / beta) ... -20.24 / -19.46 eV
⟨S²⟩ ... 2.01

Cartesian coordinates (Å):
C  -2.4660  0.8671  2.7597
C  -3.1807  1.2473  1.4828
O  -2.3431  1.6128  0.4089
C  -1.2070  2.4103  0.5422
C  0.1371  1.6345  0.4413
O  0.3122  1.0296  -0.8059
C  -0.1270  -0.2940  -0.9936
C  0.9863  -1.3018  -1.1636
C  2.2433  -1.3190  -0.3044
O  3.1697  -2.1699  -1.0503
S  2.4967  -2.6455  -2.3893
O  1.9347  -3.9347  -2.2395
O  3.5249  -2.6353  -3.4423
O  1.4993  -1.4997  -2.5496
H  -2.0643  1.7322  3.2818
H  -1.7050  0.1093  2.6129
H  -3.2244  0.4386  3.4094
H  -3.7712  0.4065  1.1143
H  -3.9084  2.0538  1.6521
H  -1.2512  3.0375  1.4325
H  -1.1946  3.0628  -0.3335
H  0.8811  2.4167  0.5528
H  0.2487  0.9383  1.2730
H  -0.7042  -0.3208  -1.9168
H  -0.7868  -0.6478  -0.2040
H  0.4828  -2.2477  -0.9490
H  2.0007  -1.7356  0.6669
H  2.6831  -0.3424  -0.1335
Tm  5.3334  -1.9032  -3.1554

***

The following is a DFT calculation (the ωB97M-V functional and the def2-TZVPD basis) of 2 unconnected molecules or ions with the total composition C7H14O7S2 in a non-equilibrium geometry.

Summary:
Structure (SMILES) ... O=[SH](=O)C[C@@H]1CCOC1.O=S1(=O)OCCO1
E_HOMO ... -10.18 eV

Cartesian coordinates (Å):
O  2.5386  -2.1031  2.3619
S  1.9998  -1.1614  1.3765
O  1.4319  0.0602  1.9542
C  0.8685  -2.0742  0.3018
C  -0.6339  -1.8615  0.5345
C  -1.2625  -0.4816  0.6346
C  -2.6754  -0.9609  1.0776
O  -2.3715  -1.8613  2.1505
C  -1.3267  -2.6726  1.7080
H  3.0396  -0.7601  0.5678
H  1.0878  -3.1259  0.4961
H  1.1325  -1.9123  -0.7441
H  -1.0690  -2.3133  -0.3644
H  -1.4134  0.0966  -0.2774
H  -0.9421  0.1526  1.4560
H  -3.0988  -1.5818  0.2799
H  -3.3209  -0.1789  1.4530
H  -0.5553  -2.8511  2.4555
H  -1.6811  -3.5940  1.2434
O  -0.5878  2.9104  -3.8161
S  0.6110  2.4487  -3.2030
O  1.6456  1.8161  -3.9474
O  0.2079  1.5072  -1.9583
C  0.7811  2.0192  -0.7474
C  0.8793  3.5145  -0.9702
O  1.2612  3.6466  -2.3461
H  1.7680  1.5712  -0.6154
H  0.1536  1.7638  0.0995
H  1.6200  3.9846  -0.3299
H  -0.0880  4.0023  -0.8310